# 1
DFT (wB97M-V/def2-TZVPD) results for a structure of composition C44H37N7O2STi at a distorted geometry.

```
92
Properties=species:S:1:pos:R:3:forces:R:3:mulliken_spin:R:1
Ti 0.0651 -0.7745 -0.2373 1.482 0.319 0.774 0.692
S -0.5325 1.3506 -3.1135 -0.139 -0.170 0.095 0.015
O 0.8484 1.7207 -3.1417 0.195 0.139 0.101 -0.001
O -1.5227 2.3984 -3.1357 -0.260 0.344 0.096 0.000
N 5.1581 -0.4067 8.3102 0.032 -0.026 0.087 0.004
N -1.2464 -0.0764 2.2653 0.039 0.258 0.085 -0.054
N -1.8163 -1.2556 -0.7854 -1.190 0.256 -0.605 -0.014
N -0.7695 0.3402 -1.9024 -1.036 -0.304 -0.711 0.031
N 1.8155 -0.6491 -1.2356 0.954 0.204 -0.835 0.277
N 6.0148 -0.8876 -4.6695 0.017 -0.015 -0.028 0.169
N 0.1220 -2.3871 0.8973 0.055 -0.893 0.418 -0.023
C -0.8449 0.4703 -4.6308 0.037 -0.047 -0.139 -0.015
C -2.0112 3.5551 4.4629 0.046 -0.024 -0.117 0.001
C -0.1600 2.0724 1.4387 -0.138 -0.221 0.149 0.033
C 4.0188 -0.7764 -3.0325 0.310 -0.031 -0.298 0.302
C -0.7536 1.2320 -5.7934 0.062 0.045 -0.068 -0.002
C 1.2164 -2.0063 1.6787 -0.056 -0.499 0.252 0.032
C 1.8470 -1.0585 3.9573 0.324 0.067 0.271 0.001
C 3.1661 -1.6634 4.0575 -0.246 0.290 0.247 0.007
C -1.9881 -0.2820 -1.7089 -0.089 0.275 -0.247 0.041
C 0.5816 -3.2582 -0.0867 0.149 0.078 0.453 0.011
C -1.1525 -0.8728 -4.7149 0.003 -0.076 -0.207 0.019
C 3.9816 -1.4879 5.1497 -0.077 -0.008 -0.143 -0.003
C 5.1178 -0.8376 -3.9344 -0.524 0.051 0.459 -0.022
C -2.2751 3.4715 1.7114 -0.086 0.065 0.007 -0.004
C 1.1650 1.9196 2.1811 0.086 0.132 0.002 0.008
C -1.1506 2.8751 2.2906 -0.111 -0.244 -0.012 -0.007
C -4.1015 -1.8560 -0.9377 -0.098 -0.176 0.079 -0.025
C 2.3545 -2.6589 1.1447 -0.188 0.066 0.065 0.022
C -4.2968 -0.8566 -1.8875 -0.310 -0.103 0.045 0.057
C -1.4280 -1.3572 -8.4892 0.030 0.017 0.074 0.000
C 4.0869 -0.0655 -1.7926 0.153 -0.088 -0.278 -0.007
C -2.5452 -0.0509 2.7266 0.321 -0.076 -0.038 0.000
C -2.8427 -2.0055 -0.3999 -0.133 -0.263 0.260 0.075
C 1.7570 -1.3474 -2.4262 0.549 0.413 0.190 0.182
C -0.8044 0.6803 1.0741 0.047 0.628 0.731 0.006
C 0.1316 2.8110 0.1332 -0.049 0.158 -0.045 -0.001
C 2.3506 -0.0522 6.1702 0.006 -0.022 -0.080 -0.002
C 4.4665 -0.5362 7.3909 -0.435 0.012 -0.686 -0.001
C 0.9528 -1.2304 2.9049 -0.143 -0.060 -0.329 -0.015
C -0.4699 -0.8508 3.1210 -0.200 0.025 -0.263 -0.003
C -0.9402 0.6351 -7.0276 0.048 0.282 0.010 0.000
C 1.9381 -3.4613 0.0636 -0.074 0.191 0.154 0.010
C 3.6149 -0.6826 6.2446 0.232 0.017 0.422 0.009
C -2.6211 -0.7935 3.8795 0.216 -0.058 -0.003 0.005
C -1.2347 -0.7195 -7.1331 -0.067 -0.222 -0.108 0.001
C -3.2557 -0.0527 -2.2773 0.565 0.339 -0.098 -0.067
C -3.1235 4.1374 3.8727 0.038 -0.035 -0.168 -0.001
C 2.7781 -1.4317 -3.3126 0.245 0.075 -0.025 -0.015
C 3.0135 -0.0268 -0.9669 -0.360 -0.193 0.002 0.171
C -1.3458 -1.4589 -5.9653 -0.021 -0.078 0.116 0.001
C -1.0385 2.9379 3.6789 -0.068 0.038 0.121 -0.001
C -3.2469 4.0960 2.4843 0.067 -0.031 0.078 0.003
C -1.3093 -1.2929 4.1259 -0.217 -0.021 -0.002 -0.002
C 1.5139 -0.2238 5.1024 0.136 -0.103 -0.039 0.005
H -5.2841 -0.6910 -2.3068 0.060 -0.023 0.004 0.007
H -3.3012 0.5068 2.1925 0.083 0.008 0.039 0.000
H 4.9455 -1.9873 5.1737 -0.043 -0.022 -0.024 0.000
H 3.0724 0.4978 -0.0253 -0.020 0.049 0.094 0.015
H -0.7476 2.9248 -0.5035 0.030 -0.033 0.016 0.001
H 1.0882 1.3370 3.0945 -0.003 0.003 -0.032 0.002
H 3.3754 -2.5487 1.4572 0.065 -0.013 0.053 0.012
H 0.5287 3.8101 0.3472 -0.032 -0.062 -0.028 0.000
H 0.8771 2.2729 -0.4508 0.081 -0.056 -0.059 0.004
H 0.5528 0.2792 5.1122 0.092 -0.072 0.002 0.002
H -0.9932 -1.9325 4.9397 -0.040 0.060 -0.090 0.000
H -1.2610 -1.4675 -3.8214 0.103 -0.072 0.065 0.004
H -0.1093 -3.7159 -0.7699 -0.167 -0.069 -0.198 -0.007
H 2.6469 -1.9945 -4.2279 0.009 0.002 0.014 0.000
H -0.8524 1.2334 -7.9304 -0.001 -0.021 0.059 0.000
H -1.8990 3.5632 5.5424 -0.001 0.000 -0.064 0.000
H 2.5691 -4.0794 -0.5574 0.020 0.004 -0.004 -0.001
H -1.6599 -2.4191 -8.3945 0.009 0.043 0.005 0.000
H 2.0427 0.5939 6.9837 -0.042 0.018 0.041 0.000
H 4.9945 0.4478 -1.5064 0.011 -0.002 0.004 0.005
H -0.5249 2.2912 -5.7175 -0.019 -0.143 -0.014 0.000
H 3.5105 -2.3190 3.2827 0.037 -0.074 -0.100 -0.001
H 0.8371 -1.8598 -2.6232 -0.379 -0.177 -0.110 0.020
H -0.1879 2.4790 4.1689 -0.101 0.031 -0.014 0.000
H -2.6151 -2.7236 0.3768 -0.005 -0.039 0.065 0.007
H -1.5834 -2.5167 -6.0240 0.011 0.051 0.017 0.001
H 1.8832 1.4046 1.5462 0.075 -0.055 -0.044 0.004
H -2.4059 3.4344 0.6335 0.000 -0.007 0.116 -0.004
H -4.9131 -2.4892 -0.6016 0.058 0.058 -0.020 -0.001
H -4.1110 4.5439 2.0005 0.076 -0.039 0.043 0.000
H -3.8895 4.6089 4.4803 0.051 -0.019 -0.040 0.000
H -3.3899 0.7543 -2.9832 0.038 -0.004 0.010 -0.002
H 1.5759 2.9083 2.4303 -0.045 -0.127 -0.038 0.000
H -3.5140 -0.9579 4.4692 0.108 0.012 -0.048 0.000
H -1.7365 0.9428 0.5712 -0.235 0.097 -0.081 0.026
H -0.5254 -1.2638 -9.1000 -0.047 0.001 0.052 0.000
H -2.2446 -0.8808 -9.0386 0.032 -0.009 0.038 0.000
```
Positions in Å, forces in eV/Å.

Relative energy (zero: lowest compared OMol25 entry of this formula, charge and spin)   0.0 kcal/mol
2S+1   3
Charge   -2
<S²>   2.022

***

# 2
DFT (wB97M-V/def2-TZVPD) results for a cluster of 4 separate species, C12H32O12S4 in total at a distorted geometry.

```
60
Properties=species:S:1:pos:R:3:forces:R:3:mulliken_charge:R:1
S -5.9376 4.3077 -15.9877 0.169 0.593 0.894 1.215
S -6.5572 9.1417 -15.5617 -0.690 0.278 1.458 1.250
S -4.9954 11.5481 -10.9161 0.087 -0.189 0.218 1.526
S -7.4513 6.9276 -10.5120 0.210 0.806 0.151 1.328
O -6.2710 3.4571 -17.0732 -0.136 -0.449 -0.705 -0.629
O -5.7870 3.7408 -14.6819 0.033 -0.178 0.149 -0.678
O -6.9479 5.5156 -15.8950 -0.180 0.154 -0.414 -0.093
O -6.2192 11.5533 -11.6447 -0.528 0.167 -0.154 -0.655
O -6.4002 6.5996 -9.3670 -0.133 0.120 0.048 -0.348
O -3.9935 12.5452 -11.6077 0.185 -0.001 0.086 -0.329
O -8.0646 5.6937 -10.8181 -0.379 -0.823 -0.221 -0.652
O -7.7839 8.4668 -15.3444 -0.609 -0.401 0.236 -0.675
O -4.2860 10.3198 -10.7655 0.222 -0.144 -0.050 -0.691
O -5.4806 8.3379 -14.7210 0.268 -0.188 -0.224 -0.116
O -8.2376 8.0471 -10.0957 -0.090 0.199 -0.039 -0.669
O -6.0906 9.3402 -16.8716 0.882 0.277 -1.724 -0.680
C -8.2613 5.2847 -15.3169 0.116 -0.548 0.762 -0.237
C -4.6796 13.9644 -13.4466 -0.138 0.145 -0.236 -0.952
C -9.0718 4.1836 -15.9974 -0.647 0.767 -0.114 -1.276
C -5.2227 12.2688 -9.3051 -0.175 -0.294 -0.103 -1.213
C -5.3988 7.3154 -7.3406 0.259 -0.793 0.758 -1.415
C -6.6117 10.6940 -14.6801 -0.430 -0.575 -0.310 -0.785
C -5.7269 7.7117 -8.7490 0.525 0.249 0.196 0.105
C -6.3773 7.3860 -11.8267 0.416 -0.748 0.100 -0.294
C -3.2624 8.5054 -13.7669 0.006 -0.173 -0.749 -1.048
C -4.5087 13.8563 -11.9519 0.211 0.309 -0.380 -0.425
C -4.5035 5.2588 -16.3984 -0.374 0.182 -0.225 -0.825
C -4.1028 8.6161 -15.0270 0.888 0.537 -0.270 -0.493
H -10.1067 4.5299 -16.0826 0.030 -0.025 0.118 0.395
H -2.2601 8.8523 -14.0273 0.004 0.065 0.162 0.450
H -6.2703 6.8832 -6.8453 -0.103 0.219 -0.052 0.346
H -9.1027 3.2757 -15.4035 0.322 -0.204 -0.229 0.312
H -6.2862 12.3491 -9.0979 -0.018 0.077 -0.087 0.338
H -8.7470 4.0206 -17.0222 0.178 -0.245 0.122 0.333
H -8.0878 5.0274 -14.2689 -0.044 -0.006 -0.004 0.346
H -4.7738 11.5627 -8.6127 0.141 0.182 0.107 0.375
H -5.4489 14.0561 -11.4385 0.008 -0.104 0.071 0.391
H -4.7344 13.2369 -9.2874 0.008 0.030 0.190 0.458
H -5.3639 13.2026 -13.8162 0.044 -0.058 0.031 0.101
H -3.6664 9.1189 -12.9657 0.035 -0.083 0.131 0.074
H -6.7500 11.4945 -15.4008 0.345 0.060 -0.033 0.467
H -3.9847 9.5991 -15.4974 -0.350 0.193 0.424 0.483
H -5.0224 8.1287 -6.7198 -0.118 0.236 -0.239 0.361
H -5.8340 8.2951 -11.5849 -0.180 0.178 -0.104 -0.122
H -4.6323 6.5360 -7.2953 -0.037 0.039 -0.226 0.327
H -5.6791 6.5457 -11.8634 0.071 0.118 -0.179 0.392
H -6.3392 8.6126 -8.7470 -0.247 -0.154 -0.230 0.330
H -3.1653 7.4592 -13.4789 -0.151 0.051 0.301 0.247
H -3.7258 7.9763 -15.8292 -0.340 -0.442 0.264 0.385
H -3.7484 14.5566 -11.6083 -0.075 0.003 0.135 0.371
H -7.5083 10.6376 -14.0691 0.194 0.012 0.304 0.370
H -4.8645 6.1850 -16.8418 0.077 -0.045 -0.129 0.159
H -6.9108 7.4072 -12.7718 -0.176 0.289 0.071 0.120
H -5.7133 10.7421 -14.0769 -0.004 0.421 0.034 -0.004
H -3.7241 13.8867 -13.9638 0.016 -0.161 0.051 0.317
H -8.7419 6.2545 -15.3197 0.103 0.098 -0.358 0.324
H -3.9526 4.6797 -17.1333 0.220 0.017 0.142 0.473
H -4.8131 7.9067 -9.3135 -0.042 0.097 -0.079 0.198
H -5.1029 14.9352 -13.7139 0.000 0.011 0.142 0.389
H -3.9554 5.4794 -15.4895 0.125 -0.145 0.011 0.248
```
Positions in Å, forces in eV/Å.

Relative energy (zero: lowest compared OMol25 entry of this formula, charge and spin)   8.0 kcal/mol
2S+1   1
SMILES   CCOS(C)(=O)=O.CCOS(C)(=O)=O.CCOS(C)(=O)=O.CCOS(C)(=O)=O

***

# 3
DFT (wB97M-V/def2-TZVPD) results for an isolated molecule of C19H27N3O3.

```
52
Properties=species:S:1:pos:R:3:forces:R:3:mulliken_charge:R:1
O -1.1019 2.8816 -1.4869 0.071 0.216 -0.046 -0.688
O 0.9708 -0.3649 -1.7671 -0.196 -0.014 -0.158 -0.720
O 4.6430 -2.4822 0.6199 -0.093 0.043 0.166 -0.349
N -1.6524 0.7904 -0.8428 -0.247 -0.122 -0.014 0.306
N -3.9437 -0.7993 -0.3617 -0.036 0.126 -0.065 0.044
N 2.9345 -0.2791 -0.6009 0.240 -0.034 0.102 0.148
C -2.9432 -0.5987 0.6690 0.252 -0.090 -0.065 -0.945
C 1.3350 1.1615 0.1026 0.027 0.407 0.522 0.896
C 1.6586 0.1057 -0.8833 0.074 -0.148 -0.179 0.752
C 6.0082 -2.5327 0.2861 0.044 0.010 -0.014 -0.704
C -5.2409 -1.1748 0.1766 0.028 -0.223 -0.114 -0.660
C 1.2412 3.0109 2.1389 0.095 -0.034 0.045 -0.672
C 0.1907 1.9399 0.2411 0.391 0.074 -0.029 0.640
C -5.2460 -2.6066 0.7349 -0.086 0.181 0.214 -0.630
C -5.3438 -2.6635 2.2559 -0.011 -0.122 -0.203 -1.188
C 3.5123 0.3866 0.5426 0.263 -0.016 0.247 -0.709
C 3.6147 -1.3230 -1.3137 0.018 -0.425 0.143 -0.941
C 3.7628 -2.6036 -0.4752 -0.126 0.122 -0.308 -0.511
C -1.5726 -0.3461 0.0354 -0.075 -0.246 0.366 -0.685
C 0.1691 2.8752 1.2703 -0.161 -0.110 -0.161 -0.836
C 2.3856 2.2396 1.9909 0.005 -0.020 -0.019 -0.909
C -0.9136 1.9093 -0.7751 -0.026 0.047 0.042 0.255
C -4.0231 0.3851 -1.1995 0.183 -0.008 -0.173 -0.709
C -2.6701 0.6422 -1.8565 -0.319 0.300 -0.195 -1.079
C 2.4229 1.3214 0.9615 -0.382 -0.027 -0.298 0.018
H -4.5186 -2.1352 2.7274 0.069 0.070 0.098 0.283
H -0.6993 3.5068 1.3829 -0.074 0.078 -0.011 0.533
H 4.0858 -3.4247 -1.1306 -0.027 0.009 0.040 0.374
H 6.2433 -3.4447 -0.2752 0.012 0.017 0.010 0.320
H -2.6915 1.5578 -2.4490 -0.002 -0.149 0.037 0.537
H 4.5981 -0.9665 -1.6393 -0.072 -0.027 -0.057 0.336
H -2.4045 -0.2061 -2.4955 -0.021 0.029 -0.009 0.287
H 3.2254 2.3619 2.6583 0.080 0.026 0.083 0.484
H -0.8330 -0.1680 0.8169 -0.075 -0.057 -0.077 0.475
H 6.3238 -1.6648 -0.3034 0.029 -0.022 0.006 0.286
H -5.5723 -0.4666 0.9569 -0.022 0.026 -0.039 0.421
H -5.3276 -3.6964 2.5968 -0.008 -0.068 0.125 0.364
H 2.7923 -2.8575 -0.0408 0.037 -0.011 -0.137 0.347
H 4.4262 0.9252 0.2615 -0.035 -0.032 0.035 0.271
H -6.0935 -3.1514 0.3162 0.047 -0.049 -0.058 0.361
H -2.8830 -1.4956 1.2857 0.007 0.002 0.055 0.360
H -1.2729 -1.2222 -0.5501 0.028 0.030 0.092 0.224
H 3.7710 -0.3382 1.3233 -0.008 0.148 -0.066 0.359
H -6.2738 -2.2093 2.5919 -0.064 0.044 0.099 0.345
H -4.3201 1.2759 -0.6155 0.003 -0.022 -0.052 0.326
H 1.1898 3.7394 2.9344 -0.015 0.064 0.060 0.402
H -4.3391 -3.1093 0.3968 -0.016 -0.036 -0.083 0.378
H 3.0058 -1.5471 -2.1933 0.122 0.015 0.031 0.395
H -4.7730 0.2162 -1.9753 -0.004 0.029 0.029 0.454
H -3.2038 0.2584 1.3207 -0.007 -0.072 -0.001 0.295
H -5.9528 -1.1073 -0.6491 0.003 0.070 0.055 0.414
H 6.5528 -2.5383 1.2283 0.078 0.000 -0.069 0.246
```
Positions in Å, forces in eV/Å.

Relative energy (zero: lowest compared OMol25 entry of this formula, charge and spin)   50.4 kcal/mol
2S+1   1
SMILES   CCCN1CCN(C(=O)c2cccc3c2C(=O)N(CCOC)C3)CC1